34
Properties=species:S:1:pos:R:3:forces:R:3:lowdin_charge:R:1 method="wB97M-V/def2-TZVPD" de_lowest_kj_mol=31.1 total_charge=-1 multiplicity=1 lumo_ha=0.0977
P -22.3401 9.5545 21.4350 -1.0869 1.7098 -2.0293 0.216
F -21.0250 9.0244 20.6324 -0.0798 -0.7298 0.1276 -0.166
F -21.9646 8.6490 22.7000 0.4177 -0.1116 0.0536 -0.136
F -21.4481 10.8076 21.9467 -0.1663 -0.3225 0.7589 -0.145
F -23.2642 8.4414 20.7173 0.6649 -0.5929 0.5821 -0.136
F -22.6563 10.4805 20.0923 -0.3128 0.2299 0.5632 -0.189
F -23.6592 10.0712 22.2173 0.6120 0.3200 -0.2041 -0.136
O -18.8815 10.5771 24.5727 -0.0385 0.0717 0.0003 -0.070
O -24.4550 6.5690 18.7375 -0.0482 -0.1611 -0.0231 -0.067
O -21.6706 8.6140 17.6341 -0.1094 0.1443 0.0213 -0.085
O -21.0491 5.9136 22.4823 0.1052 0.0913 0.1054 -0.052
O -23.5097 10.7131 17.3277 -0.1748 0.3921 -0.2253 -0.046
O -20.9787 12.9866 19.6689 0.0426 -0.0534 0.0042 -0.069
O -23.9871 6.7677 22.9506 -0.3247 -0.1857 0.1926 -0.066
O -25.8865 12.2656 22.3235 -0.0518 0.2191 -0.0553 -0.067
O -18.3988 9.2316 21.2692 -0.1274 0.0210 -0.0722 -0.070
H -23.0671 11.4474 16.8875 -0.0581 -0.0475 0.0549 0.054
H -19.2654 10.8231 23.7206 0.0551 -0.1521 0.0602 0.019
H -17.9151 9.7202 20.5968 -0.0346 -0.0163 0.0503 0.030
H -23.6733 7.0464 19.0406 -0.1032 0.0279 -0.0428 0.001
H -25.2772 12.1404 21.5869 0.0177 -0.1466 0.1351 0.023
H -24.6874 5.9966 19.4761 0.0858 0.1080 0.0362 0.029
H -21.6308 8.4791 18.5897 0.0507 0.1500 -0.1676 -0.009
H -23.1298 7.2055 22.9492 -0.3340 -0.1392 0.0383 -0.025
H -22.3022 9.3528 17.5155 0.2017 -0.4219 0.2198 -0.013
H -25.3191 12.4912 23.0675 0.0316 -0.1161 -0.0647 0.031
H -21.1905 12.2255 20.2295 -0.0682 0.0730 -0.0717 -0.004
H -18.6753 9.6414 24.4835 -0.0287 0.0710 -0.1457 0.027
H -23.8651 11.0910 18.1424 0.1918 -0.2149 0.0740 0.047
H -20.1314 5.8380 22.7629 -0.0482 0.0477 -0.0586 0.035
H -20.7505 12.5960 18.8198 -0.0143 -0.0582 0.0720 0.026
H -24.6065 7.4671 22.7159 0.1136 0.0068 -0.0420 0.027
H -19.3128 9.1832 20.9349 0.3940 0.0212 0.1846 -0.005
H -21.2409 6.8607 22.5369 0.2253 -0.2351 -0.1321 -0.008